A.
This record from the OMol25 dataset describes a 2-piece molecular cluster, C4H11NO2 overall. The level of theory is wB97M-V/def2-TZVPD.

Last columns: bonded neighbours and bond lengths (Å).
Atoms and positions in Å:
1 C -3.111 0.127 0.793  C2 1.503, H7 1.092, H8 1.096, H9 1.086
2 C -1.615 0.116 0.657  C1 1.503, C3 1.527, H10 1.089, H11 1.097
3 C -0.974 -1.204 0.231  C2 1.527, C4 1.519, H12 1.103, H13 1.086
4 C 0.510 -1.049 -0.053  C3 1.519, N5 1.369, O6 1.211
5 N 1.136 -2.159 -0.553  C4 1.369, H14 1.001, H15 0.999
6 O 1.115 -0.018 0.149  C4 1.211
7 H -3.525 1.124 0.624  C1 1.092
8 H -3.437 -0.032 1.828  C1 1.096
9 H -3.636 -0.567 0.143  C1 1.086
10 H -1.223 0.864 -0.031  C2 1.089
11 H -1.060 0.464 1.537  C2 1.097
12 H -1.071 -1.954 1.034  C3 1.103
13 H -1.520 -1.705 -0.563  C3 1.086
14 H 0.708 -3.065 -0.562  N5 1.001
15 H 2.132 -2.148 -0.475  N5 0.999
16 O 4.819 3.646 -1.655  H17 0.962, H18 0.961
17 H 5.574 3.050 -1.671  O16 0.962
18 H 5.177 4.510 -1.433  O16 0.961

Lowest unoccupied orbital energy ... 0.9 eV
Gap between HOMO and LUMO ... 10.754 eV



B.
This record from the OMol25 dataset describes a 3-piece molecular cluster, C4H11NO2 overall. The level of theory is wB97M-V/def2-TZVPD.

Last columns: bonded neighbours and bond lengths (Å).
Atoms and positions in Å:
1 C 3.881 0.398 -0.242  C2 1.341, H6 1.089, H7 1.106
2 C 2.589 0.408 0.117  C1 1.341, C3 1.463, H8 1.154
3 C 1.425 0.336 -0.765  C2 1.463, C4 1.364, N5 1.381
4 C 1.485 1.169 -1.843  C3 1.364, H9 1.049, H10 1.176
5 N 0.377 -0.422 -0.281  C3 1.381, H11 0.977, H12 0.975
6 H 4.604 0.650 0.533  C1 1.089
7 H 4.285 -0.028 -1.179  C1 1.106
8 H 2.332 0.839 1.157  C2 1.154
9 H 1.968 2.097 -1.759  C4 1.049
10 H 0.642 1.095 -2.660  C4 1.176
11 H -0.543 -0.116 -0.167  N5 0.977
12 H 0.626 -1.111 0.362  N5 0.975
13 O -2.257 1.356 -0.736  H14 1.015, H15 0.967
14 H -1.519 1.035 -1.354  O13 1.015
15 H -2.936 0.752 -1.066  O13 0.967
16 O -5.397 -2.513 3.456  H17 1.023, H18 1.017
17 H -6.029 -2.476 2.653  O16 1.023
18 H -5.533 -3.471 3.774  O16 1.017

Lowest unoccupied orbital energy ... 0.7 eV
Gap between HOMO and LUMO ... 9.017 eV



Which of them is the most stable, and which is the least stable? A and B, in that order.



A.
This record from the OMol25 dataset describes C4H10N2 in the gas phase. The level of theory is wB97M-V/def2-TZVPD.

Last columns: bonded neighbours and bond lengths (Å).
Atoms and positions in Å:
1 C 1.523 -0.502 -0.404  C2 1.486, H7 1.099, H8 1.103, H9 1.069
2 C 0.635 -0.261 0.763  C1 1.486, C3 1.517, C5 1.495, H10 1.106
3 C -0.342 0.899 0.749  C2 1.517, N4 1.434, C5 1.493, H11 1.099
4 N -0.523 1.687 -0.434  C3 1.434, H12 0.987, H13 1.038
5 C -0.838 -0.508 0.717  C2 1.495, C3 1.493, N6 1.436, H14 1.087
6 N -1.499 -1.122 -0.401  C5 1.436, H15 1.001, H16 1.039
7 H 1.087 -0.184 -1.362  C1 1.099
8 H 2.508 -0.019 -0.294  C1 1.103
9 H 1.661 -1.557 -0.510  C1 1.069
10 H 1.084 -0.484 1.749  C2 1.106
11 H -0.481 1.498 1.660  C3 1.099
12 H 0.320 2.105 -0.731  N4 0.987
13 H -0.778 1.022 -1.190  N4 1.038
14 H -1.216 -0.911 1.654  C5 1.087
15 H -0.924 -1.204 -1.216  N6 1.001
16 H -2.218 -0.460 -0.752  N6 1.039

Lowest unoccupied orbital energy ... 0.9 eV
Gap between HOMO and LUMO ... 9.742 eV



B.
This record from the OMol25 dataset describes C4H10N2 in the gas phase. The level of theory is wB97M-V/def2-TZVPD.

Last columns: bonded neighbours and bond lengths (Å).
Atoms and positions in Å:
1 N -1.666 2.276 -1.080  C2 1.372, H7 1.001, H8 1.000
2 C -1.417 1.143 -0.347  N1 1.372, C3 1.338, H9 1.088
3 C -0.481 0.209 -0.554  C2 1.338, C4 1.508, H10 1.084
4 C -0.234 -0.870 0.469  C3 1.508, C5 1.516, H11 1.098, H12 1.089
5 C 1.164 -0.917 1.055  C4 1.516, N6 1.449, H13 1.094, H14 1.094
6 N 2.217 -1.184 0.096  C5 1.449, H15 1.009, H16 1.005
7 H -1.028 2.578 -1.791  N1 1.001
8 H -2.325 2.923 -0.694  N1 1.000
9 H -2.214 0.815 0.317  C2 1.088
10 H 0.119 0.154 -1.455  C3 1.084
11 H -0.957 -0.661 1.269  C4 1.098
12 H -0.494 -1.864 0.110  C4 1.089
13 H 1.392 -0.014 1.627  C5 1.094
14 H 1.259 -1.696 1.817  C5 1.094
15 H 2.108 -0.769 -0.817  N6 1.009
16 H 2.557 -2.122 -0.023  N6 1.005

Lowest unoccupied orbital energy ... 1.2 eV
Gap between HOMO and LUMO ... 8.928 eV



C.
This record from the OMol25 dataset describes C4H10N2 in the gas phase. The level of theory is wB97M-V/def2-TZVPD.

Last columns: bonded neighbours and bond lengths (Å).
Atoms and positions in Å:
1 H 2.500 0.762 0.441  N2 1.019
2 N 1.677 0.842 -0.153  H1 1.019, C3 1.274
3 C 0.621 0.812 0.558  N2 1.274, C4 1.474, N5 1.451
4 C 0.425 1.744 1.684  C3 1.474, H8 1.090, H9 1.103, H10 1.104
5 N -0.527 -0.018 0.242  C3 1.451, C6 1.460, H11 0.997
6 C -0.072 -0.916 -0.816  N5 1.460, C7 1.501, H12 1.088, H13 1.065
7 C -1.165 -1.771 -1.388  C6 1.501, H14 1.131, H15 1.079, H16 1.083
8 H -0.483 1.794 2.285  C4 1.090
9 H 1.126 1.246 2.376  C4 1.103
10 H 0.812 2.728 1.370  C4 1.104
11 H -1.257 0.601 -0.038  N5 0.997
12 H 0.191 -0.313 -1.683  C6 1.088
13 H 0.682 -1.518 -0.363  C6 1.065
14 H -2.046 -1.890 -0.689  C7 1.131
15 H -1.722 -1.353 -2.213  C7 1.079
16 H -0.762 -2.751 -1.613  C7 1.083

Lowest unoccupied orbital energy ... 1.0 eV
Gap between HOMO and LUMO ... 9.704 eV



D.
This record from the OMol25 dataset describes C4H10N2 in the gas phase. The level of theory is wB97M-V/def2-TZVPD.

Last columns: bonded neighbours and bond lengths (Å).
Atoms and positions in Å:
1 H 0.063 2.637 -0.535  N2 1.047
2 N 0.576 1.906 0.013  H1 1.047, C3 1.299
3 C 0.022 0.735 0.095  N2 1.299, C4 1.580, N6 1.304
4 C 0.922 -0.407 0.713  C3 1.580, C5 1.606, H8 1.053, H9 1.079
5 C 1.616 -1.163 -0.522  C4 1.606, H10 1.054, H11 1.112, H12 1.165
6 N -1.157 0.313 -0.269  C3 1.304, C7 1.445, H13 1.007
7 C -1.818 -0.913 0.116  N6 1.445, H14 1.270, H15 1.315, H16 1.243
8 H 0.359 -1.009 1.369  C4 1.053
9 H 1.789 0.067 1.148  C4 1.079
10 H 0.907 -1.716 -1.070  C5 1.054
11 H 1.997 -0.368 -1.200  C5 1.112
12 H 2.426 -1.830 -0.016  C5 1.165
13 H -1.789 0.937 -0.744  N6 1.007
14 H -1.500 -1.244 1.300  C7 1.270
15 H -1.644 -1.919 -0.713  C7 1.315
16 H -2.987 -0.596 -0.159  C7 1.243

Lowest unoccupied orbital energy ... 0.8 eV
Gap between HOMO and LUMO ... 9.423 eV



Which of them is the most stable, and which is the least stable? B and D, in that order.



A.
This record from the OMol25 dataset describes a 2-piece molecular cluster, C4H14N overall. The level of theory is wB97M-V/def2-TZVPD.

Last columns: bonded neighbours and bond lengths (Å).
Atoms and positions in Å:
1 C -0.724 1.835 -3.523  C2 1.530, H3 1.079, H4 1.080, H5 1.102
2 C -1.291 2.374 -2.209  C1 1.530, H6 1.093, H7 1.087, H8 1.090
3 H -1.093 2.406 -4.361  C1 1.079
4 H -0.717 0.760 -3.628  C1 1.080
5 H 0.330 2.156 -3.498  C1 1.102
6 H -1.066 3.436 -2.083  C2 1.093
7 H -2.372 2.460 -2.274  C2 1.087
8 H -0.853 1.896 -1.333  C2 1.090
9 C 1.922 -1.460 2.023  N10 1.500, H12 1.082, H13 1.084, H14 1.089
10 N 0.583 -1.296 1.366  C9 1.500, C11 1.494, H15 1.019, H16 1.023
11 C -0.521 -1.441 2.363  N10 1.494, H17 1.073, H18 1.089, H19 1.089
12 H 2.722 -1.320 1.309  C9 1.082
13 H 2.007 -0.727 2.817  C9 1.084
14 H 1.912 -2.444 2.490  C9 1.089
15 H 0.479 -2.005 0.642  N10 1.019
16 H 0.482 -0.381 0.919  N10 1.023
17 H -0.588 -0.549 2.955  C11 1.073
18 H -0.344 -2.342 2.948  C11 1.089
19 H -1.501 -1.558 1.902  C11 1.089

Net charge ... +1
Lowest unoccupied orbital energy ... -3.8 eV
Gap between HOMO and LUMO ... 10.058 eV



B.
This record from the OMol25 dataset describes a 2-piece molecular cluster, C4H14N overall. The level of theory is wB97M-V/def2-TZVPD.

Last columns: bonded neighbours and bond lengths (Å).
Atoms and positions in Å:
1 C 1.782 0.916 0.289  C2 1.554, N3 1.518, H4 1.127, H5 1.067
2 C 1.336 1.230 1.743  C1 1.554, H6 1.101, H7 1.123, H11 1.068
3 N 1.048 -0.251 -0.347  C1 1.518, H8 0.962, H9 1.119, H10 1.094
4 H 1.483 1.915 -0.137  C1 1.127
5 H 2.841 0.778 0.277  C1 1.067
6 H 1.350 2.327 1.831  C2 1.101
7 H 2.180 0.831 2.367  C2 1.123
8 H 0.577 -0.766 0.314  N3 0.962
9 H 0.338 -0.070 -1.193  N3 1.119
10 H 1.589 -1.144 -0.677  N3 1.094
11 H 0.434 0.874 2.192  C2 1.068
12 C -1.760 -1.664 -0.786  C13 1.676, H14 1.075, H15 1.206, H16 1.089
13 C -1.920 -0.004 -0.949  C12 1.676, H17 1.064, H18 1.028, H19 0.981
14 H -0.824 -2.162 -0.970  C12 1.075
15 H -2.126 -1.866 0.346  C12 1.206
16 H -2.477 -2.044 -1.511  C12 1.089
17 H -1.448 0.421 -1.804  C13 1.064
18 H -1.535 0.441 -0.107  C13 1.028
19 H -2.868 0.238 -0.877  C13 0.981

Net charge ... +1
Lowest unoccupied orbital energy ... -3.6 eV
Gap between HOMO and LUMO ... 12.234 eV



C.
This record from the OMol25 dataset describes a 2-piece molecular cluster, C4H14N overall. The level of theory is wB97M-V/def2-TZVPD.

Last columns: bonded neighbours and bond lengths (Å).
Atoms and positions in Å:
1 C -0.649 0.144 2.347  C2 1.548, H3 1.168, H4 1.099, H5 1.119
2 C -1.371 -1.185 2.015  C1 1.548, H6 1.174, H7 1.087, H8 1.205
3 H -1.052 1.046 1.723  C1 1.168
4 H -0.905 0.422 3.379  C1 1.099
5 H 0.386 -0.071 1.983  C1 1.119
6 H -0.757 -2.009 2.582  C2 1.174
7 H -1.625 -1.208 0.958  C2 1.087
8 H -2.373 -1.017 2.663  C2 1.205
9 C -0.021 0.837 -2.558  C10 1.640, H12 1.105, H13 1.060, H14 1.102
10 C 1.138 -0.108 -1.887  C9 1.640, N11 1.489, H15 1.123, H16 1.072
11 N 1.257 0.258 -0.449  C10 1.489, H17 1.050, H18 0.966, H19 0.991
12 H -0.514 0.412 -3.451  C9 1.105
13 H 0.537 1.735 -2.632  C9 1.060
14 H -0.964 0.831 -1.987  C9 1.102
15 H 2.107 -0.056 -2.450  C10 1.123
16 H 0.787 -1.121 -1.892  C10 1.072
17 H 1.700 1.210 -0.408  N11 1.050
18 H 0.503 0.354 0.146  N11 0.966
19 H 1.817 -0.473 -0.082  N11 0.991

Net charge ... +1
Lowest unoccupied orbital energy ... -3.6 eV
Gap between HOMO and LUMO ... 11.340 eV



Which of them is the most stable, and which is the least stable? A and B, in that order.